1.
{
  "formula": "C23H27F3N2O3S",
  "method": "ωB97M-V with the def2-TZVPD basis set",
  "symbols": ["C", "O", "C", "C", "C", "C", "C", "C", "N", "C", "O", "C", "F", "F", "F", "C", "C", "O", "N", "C", "C", "C", "C", "C", "C", "C", "C", "C", "C", "S", "C", "C", "H", "H", "H", "H", "H", "H", "H", "H", "H", "H", "H", "H", "H", "H", "H", "H", "H", "H", "H", "H", "H", "H", "H", "H", "H", "H", "H"],
  "positions_angstrom": [[2.6295, -1.6524, -3.3757], [1.8081, -2.5130, -2.6239], [0.5141, -2.1503, -2.4016], [-0.2602, -3.0610, -1.6795], [-1.5703, -2.7694, -1.3654], [-2.1471, -1.5664, -1.7610], [-3.5285, -1.1788, -1.3175], [-3.5024, -0.5009, 0.0750], [-2.3435, 0.3524, 0.2681], [-2.1727, 1.5477, -0.3106], [-1.1038, 2.0995, -0.4680], [-3.4545, 2.3163, -0.7330], [-4.0799, 1.7882, -1.8021], [-3.1478, 3.5681, -1.0572], [-4.3691, 2.3744, 0.2477], [-1.1299, -0.2257, 0.8597], [-0.3236, 0.9154, 1.5453], [-0.8400, 1.6412, 2.3627], [0.9809, 0.8965, 1.2380], [1.8916, 1.9436, 1.6633], [2.0991, 2.9650, 0.5396], [2.8935, 2.3739, -0.6222], [4.2281, 1.8155, -0.1372], [4.0092, 0.7556, 0.9383], [3.2223, 1.3358, 2.1118], [-1.4183, -1.2115, 1.9373], [-2.1238, -1.0132, 3.0867], [-2.1330, -2.1496, 3.9242], [-1.4281, -3.1872, 3.4065], [-0.7401, -2.8053, 1.8776], [-1.3845, -0.6843, -2.5131], [-0.0658, -0.9618, -2.8319], [2.7508, -0.6792, -2.8879], [2.2382, -1.5040, -4.3870], [3.5978, -2.1467, -3.4339], [0.1946, -3.9871, -1.3671], [-2.1519, -3.4812, -0.7988], [-3.9658, -0.5034, -2.0515], [-4.1680, -2.0593, -1.2424], [-4.4199, 0.0689, 0.2255], [-3.4551, -1.2673, 0.8494], [-0.5272, -0.6943, 0.0737], [1.2882, 0.3432, 0.4543], [1.3996, 2.4318, 2.5107], [2.6342, 3.8250, 0.9458], [1.1218, 3.2996, 0.1893], [3.0653, 3.1484, -1.3720], [2.3112, 1.5830, -1.1014], [4.7829, 1.3868, -0.9751], [4.8273, 2.6291, 0.2776], [4.9724, 0.3865, 1.2967], [3.4737, -0.0966, 0.5128], [3.0329, 0.5604, 2.8565], [3.8140, 2.1210, 2.5856], [-2.5987, -0.0785, 3.3225], [-2.6381, -2.1866, 4.8722], [-1.2637, -4.1592, 3.8268], [-1.8189, 0.2439, -2.8551], [0.4931, -0.2428, -3.4093]],
  "largest_force_ev_per_a": 0.72,
  "gap_ev": 9.23,
  "charge": 0,
  "energy_ev": -52400.93144,
  "smiles": "COc1ccc(CCN(C(=O)C(F)(F)F)[C@@H](C(=O)NC2CCCCC2)c2cccs2)cc1",
  "multiplicity": 1
}

***

2.
{
  "formula": "C23H27F4N7O3SV",
  "method": "ωB97M-V with the def2-TZVPD basis set",
  "symbols": ["V", "N", "C", "S", "N", "N", "C", "C", "C", "C", "C", "C", "C", "O", "H", "H", "H", "H", "H", "H", "H", "C", "N", "C", "C", "C", "N", "C", "C", "F", "C", "F", "C", "C", "F", "C", "F", "H", "H", "H", "H", "H", "H", "H", "H", "H", "H", "H", "C", "O", "C", "O", "H", "H", "H", "C", "N", "C", "C", "N", "H", "H", "H", "H", "H", "H"],
  "positions_angstrom": [[-1.0661, -1.3027, 0.8409], [0.3233, 1.6828, 3.8783], [0.1165, 1.1315, 2.5369], [0.2915, -0.6985, 2.6772], [-1.1731, 1.5583, 2.0991], [-1.8459, 0.6646, 1.4155], [-3.0362, 1.0304, 1.0006], [-4.0115, 0.1641, 0.3800], [-5.1617, 0.7270, -0.1879], [-6.1754, -0.0432, -0.7407], [-6.0589, -1.4284, -0.7297], [-4.9320, -2.0157, -0.1696], [-3.9020, -1.2495, 0.3792], [-2.8481, -1.8624, 0.9026], [1.2080, 1.3600, 4.2503], [0.3337, 2.6959, 3.8194], [-3.3285, 2.0594, 1.2053], [-5.2481, 1.8096, -0.1883], [-7.0461, 0.4344, -1.1771], [-6.8378, -2.0497, -1.1596], [-4.8077, -3.0922, -0.1543], [4.4837, 0.1574, -0.0479], [3.4148, -0.3346, 0.7784], [3.4853, -1.7648, 0.9655], [3.2900, 0.3851, 2.0274], [2.5593, 1.7193, 1.9043], [1.1490, 1.6636, 1.5556], [0.7500, 2.6338, 0.6309], [1.1351, 2.5122, -0.7075], [1.9257, 1.5072, -1.0817], [0.7290, 3.4183, -1.6670], [1.1055, 3.2274, -2.9488], [-0.0682, 4.4962, -1.3516], [-0.4063, 4.6621, -0.0242], [-1.1329, 5.7480, 0.3415], [0.0176, 3.7824, 0.9499], [-0.2236, 4.1139, 2.2306], [5.4832, -0.0209, 0.4040], [4.3752, 1.2288, -0.2212], [4.4583, -0.3362, -1.0220], [4.4002, -2.0757, 1.5120], [3.4864, -2.2631, -0.0064], [2.6042, -2.1052, 1.5088], [4.2898, 0.5967, 2.4649], [2.7495, -0.2484, 2.7276], [3.0568, 2.3233, 1.1421], [2.7029, 2.2590, 2.8558], [-0.4067, 5.1872, -2.1094], [-2.1826, -0.7443, -3.1816], [-1.8801, -1.2921, -1.9109], [-1.0555, -0.5078, -1.0892], [-0.5381, 0.4652, -1.6021], [-2.9565, -1.3801, -3.6128], [-1.3042, -0.7294, -3.8355], [-2.5513, 0.2793, -3.0918], [2.4755, -4.7299, -1.2705], [1.4323, -3.7546, -1.1193], [1.3583, -2.7592, -2.1683], [0.7709, -3.6533, 0.0728], [-0.0581, -2.7734, 0.3775], [2.3342, -5.3303, -2.1804], [2.4633, -5.3867, -0.4030], [3.4680, -4.2581, -1.3433], [1.2231, -3.2396, -3.1449], [2.2733, -2.1528, -2.2068], [0.5198, -2.1013, -1.9788]],
  "largest_force_ev_per_a": 1.28,
  "gap_ev": [5.31, 5.24],
  "charge": -2,
  "energy_ev": -88253.34658,
  "multiplicity": 2
}

***

3.
{
  "formula": "C23H27F5MnN3OSi2",
  "method": "ωB97M-V with the def2-TZVPD basis set",
  "symbols": ["Mn", "C", "Si", "C", "C", "N", "C", "C", "C", "C", "C", "C", "N", "Si", "C", "C", "C", "H", "H", "H", "H", "H", "H", "H", "H", "H", "H", "H", "H", "H", "H", "H", "H", "H", "H", "H", "H", "H", "H", "F", "C", "C", "C", "F", "C", "F", "C", "F", "C", "F", "O", "N", "C", "C", "C", "C", "C", "H", "H", "H", "H", "H"],
  "positions_angstrom": [[-0.0516, 0.5721, -0.5809], [-3.3893, -2.8546, -0.3351], [-1.7035, -2.2754, -0.9597], [-2.0300, -1.4346, -2.6021], [-0.7271, -3.8313, -1.3945], [-0.8771, -1.2007, 0.0560], [-0.4690, -1.5365, 1.3449], [-0.7542, -2.7619, 1.9587], [-0.3242, -3.0919, 3.2475], [0.4260, -2.1751, 3.9571], [0.7298, -0.9442, 3.3694], [0.3056, -0.5786, 2.0827], [0.5984, 0.6370, 1.4800], [1.5129, 1.8515, 2.2173], [1.6829, 3.3806, 1.1469], [0.8063, 2.5047, 3.8537], [3.2936, 1.3455, 2.6215], [-3.9227, -3.3769, -1.1388], [-3.9866, -1.9865, -0.0364], [-3.3246, -3.5264, 0.5253], [-2.3733, -2.1630, -3.3466], [-1.1066, -0.9794, -2.9810], [-2.7769, -0.6397, -2.5171], [-1.2624, -4.4386, -2.1341], [-0.5125, -4.4560, -0.5227], [0.2356, -3.5313, -1.8246], [-1.3306, -3.4957, 1.4067], [-0.5726, -4.0584, 3.6727], [0.7849, -2.4038, 4.9552], [1.3308, -0.2371, 3.9297], [0.7675, 3.9805, 1.1512], [1.8889, 3.1280, 0.1051], [2.5045, 3.9966, 1.5343], [-0.2494, 2.7727, 3.7348], [1.3555, 3.4071, 4.1521], [0.8748, 1.7791, 4.6697], [3.7781, 0.9445, 1.7241], [3.3423, 0.5721, 3.3941], [3.8697, 2.2127, 2.9653], [1.3178, 1.3909, -3.5581], [2.0664, 0.4248, -2.9628], [1.6525, -0.1717, -1.7915], [2.4984, -1.1690, -1.3575], [2.2184, -1.8634, -0.2306], [3.6701, -1.5441, -1.9956], [4.4609, -2.5279, -1.5138], [4.0407, -0.8959, -3.1540], [5.1743, -1.2399, -3.8001], [3.2276, 0.1014, -3.6480], [3.5780, 0.7276, -4.7952], [-0.1048, 2.3642, -1.0828], [-1.4551, 1.9414, -1.0910], [-2.2729, 2.4446, -0.0320], [-3.4254, 3.1268, -0.2838], [-3.9450, 3.2984, -1.5783], [-3.2178, 2.6717, -2.6052], [-2.0655, 1.9802, -2.3803], [-1.8655, 2.2753, 0.9539], [-3.9667, 3.5115, 0.5752], [-4.8633, 3.8379, -1.7673], [-3.5847, 2.6966, -3.6266], [-1.4823, 1.5115, -3.1572]],
  "largest_force_ev_per_a": 1.82,
  "gap_ev": [5.15, 5.47],
  "charge": -2,
  "energy_ev": -91471.37104,
  "multiplicity": 5
}